This record from OMol25 describes a cluster of 6 separate species, C27H50ClFO12S in total. The level of theory is ωB97M-V with the def2-TZVPD basis set.

The geometry in XYZ format:
```
92
Properties=species:S:1:pos:R:3:forces:R:3
O -0.233170 -0.290326 2.359822 0.1 8.0 -3.6
C -0.263016 0.928143 1.811540 0.4 -4.1 1.5
C -1.392312 2.148288 1.992060 1.2 -3.1 -0.3
C -1.343430 2.669593 0.436373 2.4 1.8 0.9
S -1.757889 1.239625 -0.756444 -0.6 1.7 -0.3
C -1.850580 4.180202 0.052533 -0.1 -0.1 -0.5
C -3.290487 4.618666 0.701439 -0.4 0.7 -0.5
C -4.452621 3.462968 0.664869 0.0 1.8 -1.0
Cl -4.795104 2.992836 2.442687 0.1 0.0 -1.5
C 0.323894 2.725804 0.315635 0.6 -0.8 1.6
F 1.026137 3.633229 1.296527 -1.9 -1.2 -2.0
O 0.753778 1.392639 0.854697 -2.5 0.6 0.7
H -2.324165 1.519757 2.339660 1.6 1.9 -0.8
H -0.882168 2.781043 2.841184 -1.4 -0.7 -2.0
H -2.565413 1.885676 -1.744037 1.1 -0.6 1.6
H -0.961522 4.927462 0.327719 -2.1 -1.6 -0.3
H -1.938742 4.250027 -1.134615 0.2 -0.3 2.6
H -3.215635 5.021821 1.801346 0.1 -0.9 -2.2
H -3.698091 5.525907 0.041355 1.0 -1.9 1.4
H -4.230280 2.552366 -0.035717 -0.3 2.0 2.2
H -5.443250 3.969682 0.232730 2.1 -1.3 1.2
H 0.761581 3.031503 -0.733928 -0.8 -1.1 2.2
O 3.175544 1.450336 7.795833 0.5 -0.6 -2.3
C 3.289735 0.972571 6.667608 -0.5 0.7 1.7
O 4.113936 1.542057 5.764886 0.4 0.2 0.4
C 4.453376 0.964606 4.489060 -0.2 0.1 -0.2
C 3.405622 1.304405 3.446926 -0.2 0.0 0.0
C 2.443016 -0.193412 6.248087 0.2 -0.7 0.1
H 4.628910 -0.110235 4.578769 -0.1 0.1 0.1
H 5.409849 1.410392 4.193424 -0.2 0.0 0.3
H 2.427947 0.894288 3.710612 0.1 -0.1 -0.1
H 3.694379 0.909984 2.468822 -0.1 0.0 0.1
H 3.282704 2.389541 3.367669 0.1 -0.1 0.0
H 1.459442 0.168391 5.940041 0.1 0.0 0.0
H 2.329532 -0.865740 7.104666 -0.1 0.3 -0.1
H 2.880507 -0.790345 5.450771 -0.1 0.1 -0.2
O 3.935083 6.260950 -0.168708 1.2 0.1 2.1
C 4.340383 6.195225 0.991292 -0.8 -0.2 -1.7
O 5.606073 6.548947 1.293683 0.1 0.4 -0.4
C 6.120942 6.678685 2.633265 0.1 -0.2 0.0
C 6.582600 5.336325 3.166400 0.0 -0.2 0.0
C 3.463453 5.630872 2.070620 -0.5 0.4 0.4
H 5.394765 7.167476 3.287401 0.0 -0.1 -0.1
H 6.982080 7.353400 2.568704 -0.3 -0.1 -0.3
H 5.757263 4.623391 3.230584 0.0 0.1 0.1
H 7.021697 5.448440 4.161518 0.0 0.0 -0.1
H 7.330026 4.895895 2.498352 -0.1 0.2 0.1
H 3.516641 4.540150 2.044006 0.0 0.1 0.0
H 2.432757 5.947830 1.881323 0.2 -0.3 -0.2
H 3.710735 5.985918 3.068734 0.2 -0.2 0.0
O -2.516199 -1.431861 -3.267113 1.8 -0.7 0.7
C -1.549836 -1.973510 -2.731437 -1.1 0.4 -0.8
O -0.322959 -1.882595 -3.283740 -0.4 0.5 -0.1
C 0.893749 -2.323435 -2.649957 0.1 -0.3 0.0
C 1.118526 -3.804554 -2.884593 -0.1 -0.1 0.0
C -1.737587 -2.822454 -1.508125 0.0 0.3 0.7
H 0.903854 -2.055854 -1.590503 -0.1 0.0 -0.1
H 1.707774 -1.759257 -3.119034 -0.4 0.1 0.0
H 0.318377 -4.407085 -2.448367 0.2 0.0 0.1
H 2.069195 -4.122879 -2.448092 -0.1 0.0 -0.1
H 1.131405 -4.024354 -3.957176 0.1 0.1 0.1
H -2.065330 -3.820041 -1.809148 0.1 0.1 0.0
H -2.508079 -2.362029 -0.881243 0.1 -0.2 -0.3
H -0.848394 -2.900586 -0.886298 0.0 -0.2 -0.1
O 1.375544 -7.221081 -2.738417 0.5 -0.6 -2.2
C 1.489735 -7.698846 -3.866642 -0.5 0.7 1.7
O 2.313936 -7.129359 -4.769364 0.3 0.2 0.4
C 2.653376 -7.706811 -6.045190 -0.2 0.1 -0.2
C 1.605622 -7.367012 -7.087324 -0.2 0.1 0.0
C 0.643016 -8.864829 -4.286163 0.2 -0.7 0.1
H 2.828910 -8.781651 -5.955481 -0.1 0.1 0.1
H 3.609849 -7.261025 -6.340826 -0.2 0.0 0.3
H 0.627947 -7.777129 -6.823638 0.1 -0.1 -0.1
H 1.894379 -7.761433 -8.065428 0.0 0.0 0.1
H 1.482704 -6.281875 -7.166581 0.1 -0.2 0.0
H -0.340558 -8.503025 -4.594209 0.1 0.0 0.0
H 0.529532 -9.537156 -3.429584 -0.1 0.3 -0.1
H 1.080507 -9.461761 -5.083479 -0.1 0.1 -0.2
O -4.741280 1.360445 -1.024584 -2.3 -1.9 -1.0
C -5.587261 0.466857 -1.027074 0.7 0.6 0.3
O -6.898946 0.768296 -1.111613 0.5 0.5 -0.3
C -7.949716 -0.199332 -1.301294 -0.1 -0.2 0.2
C -8.378886 -0.796931 0.024596 0.1 0.0 0.2
C -5.178854 -0.965193 -0.840304 0.2 -0.3 -0.5
H -7.658525 -0.956808 -2.033128 0.1 0.1 0.1
H -8.794534 0.344551 -1.738831 0.4 0.1 0.1
H -7.559825 -1.335114 0.507373 -0.1 0.0 -0.1
H -9.212349 -1.490187 -0.118131 0.1 0.1 0.0
H -8.690615 -0.007921 0.716838 0.0 -0.1 -0.2
H -5.044524 -1.165137 0.225148 0.0 0.1 -0.1
H -4.229502 -1.125981 -1.361370 -0.1 0.2 0.2
H -5.880687 -1.681310 -1.262259 -0.1 0.0 0.2
```
Forces are in eV/Å.

Calculated values
- Calculated total energy: -79450.76718 eV
- HOMO: -9.27 eV